Record 1
{
  "formula": "C37H63NO8",
  "method": "ωB97M-V/def2-TZVPD",
  "lumo_ev": 0.56,
  "total_energy_ha": -2104.17162,
  "orbital_gap_ev": 9.31,
  "smiles": "CCCCCCCC[C@@]1(CCCCNC(C)=O)OC(=O)[C@@](C)(CC)[C@]1(O)COc1ccccc1.CC(C)=O.CC(C)=O.CC(C)=O",
  "elements": ["C", "C", "C", "C", "C", "C", "C", "C", "C", "C", "C", "C", "C", "N", "C", "C", "O", "O", "C", "O", "C", "C", "C", "C", "C", "O", "C", "O", "C", "C", "C", "C", "C", "C", "H", "H", "H", "H", "H", "H", "H", "H", "H", "H", "H", "H", "H", "H", "H", "H", "H", "H", "H", "H", "H", "H", "H", "H", "H", "H", "H", "H", "H", "H", "H", "H", "H", "H", "H", "H", "H", "H", "H", "H", "H", "H", "H", "H", "H", "C", "C", "C", "O", "H", "H", "H", "H", "H", "H", "C", "C", "C", "O", "H", "H", "H", "H", "H", "H", "C", "C", "C", "O", "H", "H", "H", "H", "H", "H"],
  "coordinates": [[1.786915, 2.247452, 1.288944], [1.823288, 2.065109, -0.299530], [0.405102, 1.758403, -0.915049], [0.446941, 0.730932, -2.140463], [-1.006343, 0.128317, -2.315194], [-1.165962, -1.388972, -1.857119], [-0.522633, -1.693955, -0.424577], [-1.449551, -2.560441, 0.525017], [-1.762484, -1.917888, 1.922953], [-2.272520, -0.413315, 1.771288], [-3.734149, -0.356370, 1.109697], [-3.960887, 1.006320, 0.301937], [-4.558270, 0.770259, -1.139603], [-5.672820, -0.224750, -1.187085], [-6.860437, 0.286618, -1.805665], [-7.641078, 1.453176, -1.109219], [-7.278803, -0.202316, -2.839428], [-3.030269, -2.587456, 2.282931], [-3.221542, -2.402335, 3.661269], [-4.336644, -2.385674, 4.106844], [-1.846822, -2.183834, 4.457490], [-1.890797, -0.745020, 5.180633], [-1.563917, -3.148248, 5.671002], [-2.695827, -3.088631, 6.798347], [-0.895660, -2.297993, 3.179936], [-0.821707, -3.760451, 3.041465], [0.589803, -1.793622, 3.310411], [1.112153, -1.124118, 2.150985], [2.091366, -1.866921, 1.499506], [2.017916, -3.301322, 1.230641], [3.061642, -4.036389, 0.499305], [4.230016, -3.323165, -0.001420], [4.318502, -1.879001, 0.269874], [3.271356, -1.152236, 1.006303], [0.773401, 2.602067, 1.628258], [1.982810, 1.286420, 1.835288], [2.545745, 3.008320, 1.632083], [2.592185, 1.285153, -0.569579], [2.199681, 3.040163, -0.700287], [-0.039689, 2.721272, -1.275350], [-0.241469, 1.376064, -0.076236], [0.723847, 1.333924, -3.049228], [1.221614, -0.056133, -1.925857], [-1.236346, 0.173179, -3.418830], [-1.723920, 0.757592, -1.725660], [-0.615770, -2.009930, -2.617832], [-2.237590, -1.739760, -1.919399], [-0.136316, -0.748848, 0.025121], [0.388120, -2.322012, -0.647677], [-1.027565, -3.592620, 0.567874], [-2.442075, -2.656229, -0.002961], [-1.620250, 0.209915, 1.110025], [-2.365691, 0.121557, 2.749382], [-4.447577, -0.347420, 1.971402], [-3.910715, -1.180969, 0.381014], [-3.016228, 1.605088, 0.194356], [-4.734418, 1.608662, 0.863741], [-3.768085, 0.403623, -1.856560], [-4.922698, 1.751393, -1.539820], [-5.356805, -0.996220, -1.785574], [-7.639020, 1.228729, -0.004539], [-7.099845, 2.405982, -1.326944], [-8.693182, 1.422107, -1.474864], [-1.424579, -0.768455, 6.194912], [-1.380068, 0.052765, 4.581594], [-2.988162, -0.500217, 5.278326], [-0.600944, -2.791217, 6.142250], [-1.430049, -4.223320, 5.397660], [-3.596714, -2.518677, 6.468556], [-2.933818, -4.135394, 7.126855], [-2.257043, -2.560549, 7.685767], [-0.131568, -4.111761, 3.626153], [0.600248, -1.028874, 4.146159], [1.308788, -2.594335, 3.648714], [1.139466, -3.899143, 1.565155], [2.949243, -5.124290, 0.292662], [5.018239, -3.861320, -0.582924], [5.182910, -1.285017, -0.116013], [3.428989, -0.053989, 1.125849], [4.639765, 4.769162, -2.889043], [3.143279, 4.931496, -2.873543], [2.594519, 6.323065, -3.064284], [2.407236, 3.980069, -2.713355], [4.890780, 3.721162, -2.741138], [5.038201, 5.093103, -3.853524], [5.084760, 5.351441, -2.082809], [2.903263, 6.714728, -4.035276], [2.950257, 6.976161, -2.265118], [1.505028, 6.289920, -3.030499], [0.309866, -1.962830, -7.058865], [-0.710506, -1.590983, -6.013694], [-2.040322, -1.072687, -6.498116], [-0.471619, -1.703960, -4.830725], [1.216000, -2.318846, -6.568228], [-0.081351, -2.759994, -7.693911], [0.558955, -1.088616, -7.663430], [-2.535301, -1.830488, -7.108308], [-1.894924, -0.159220, -7.078016], [-2.674010, -0.845603, -5.640246], [5.670122, 2.308445, 1.125940], [6.601720, 3.068868, 0.217850], [8.079119, 2.963823, 0.496680], [6.178846, 3.738444, -0.700934], [4.640278, 2.475114, 0.808278], [5.885831, 1.239186, 1.069703], [5.781523, 2.660623, 2.153351], [8.400724, 1.924002, 0.412610], [8.297223, 3.345037, 1.496059], [8.627777, 3.559941, -0.232860]],
  "forces_ev_per_angstrom": [[-0.085, -0.099, -0.211], [0.176, 0.734, 0.810], [0.875, -0.362, -0.069], [-0.713, 0.783, 1.092], [0.193, -0.742, -0.411], [0.777, 0.160, -0.154], [0.224, -0.609, -0.916], [0.397, 0.803, -0.726], [-1.583, 0.297, -0.456], [-0.166, 0.242, -0.829], [0.719, 1.209, -0.059], [-0.716, -0.404, 0.052], [0.639, 0.362, 0.264], [-0.319, 0.773, -0.997], [-0.275, -0.071, -0.220], [0.782, -1.148, 0.484], [0.139, 0.119, 0.766], [0.611, 0.313, 2.644], [-0.019, -0.454, -0.579], [0.749, -0.067, 0.092], [-0.196, 1.586, -0.375], [-0.671, -0.093, -0.843], [-0.218, -0.390, 0.129], [0.885, 0.172, 0.101], [1.065, -2.141, 0.554], [0.445, 0.081, -0.435], [-0.653, 1.270, 1.361], [0.672, -1.500, 0.067], [2.349, -0.762, -1.643], [1.111, 0.151, -0.474], [0.314, 2.581, 0.270], [-1.608, 1.271, 1.182], [-1.693, -0.970, 0.517], [0.433, -2.048, -0.797], [0.937, -0.226, -0.376], [-0.250, 0.861, -0.498], [-0.752, -0.771, -0.332], [-0.874, 0.652, 0.173], [-0.304, -1.051, 0.131], [0.229, -0.792, 0.341], [0.456, 0.184, -0.911], [-0.048, -0.828, 0.833], [-0.744, 0.669, -0.384], [-0.197, -0.022, 1.238], [0.574, -0.384, -0.680], [-0.637, 0.646, 0.801], [0.901, 0.574, 0.185], [-0.501, -0.866, -0.165], [-0.821, 0.800, 0.380], [-0.474, 0.853, 0.492], [0.926, 0.069, 0.797], [-0.152, -0.704, 0.753], [0.319, -0.600, -0.707], [0.303, -0.578, -1.101], [0.045, 0.424, 1.013], [-0.852, -0.451, 0.181], [0.981, -0.369, -0.537], [-0.690, 0.444, 0.840], [0.413, -0.739, 0.300], [-0.437, 0.268, 0.383], [0.069, 0.543, -1.044], [-0.736, -0.606, 0.276], [1.004, 0.280, 0.087], [-0.390, -0.079, -0.877], [-0.528, -0.686, 0.501], [1.235, 0.088, 0.105], [-0.847, -0.442, -0.621], [-0.135, 0.979, -0.104], [0.651, -0.793, 0.235], [-0.067, 1.102, -0.393], [-0.571, -0.446, -0.674], [-0.338, 0.352, -0.155], [0.047, -0.594, -0.937], [-0.967, 0.551, -0.498], [0.672, 0.753, -0.239], [-0.015, 1.046, 0.307], [-0.806, 0.660, 0.650], [-0.843, -0.680, 0.403], [-0.465, -1.155, 0.089], [-0.210, -0.230, -0.190], [-0.055, -0.311, -0.032], [-0.367, -0.103, 0.055], [0.055, 0.283, -0.181], [-0.033, 0.128, 0.033], [0.024, 0.195, 0.080], [0.078, 0.056, -0.160], [0.133, 0.116, 0.114], [0.126, 0.080, -0.151], [0.083, -0.019, 0.001], [0.233, -0.090, 0.228], [0.086, -0.044, 0.331], [-0.106, 0.042, 0.327], [-0.011, -0.019, -0.478], [-0.085, 0.036, -0.011], [-0.020, 0.153, -0.143], [-0.113, -0.096, -0.146], [0.045, 0.127, -0.155], [-0.044, -0.121, -0.163], [0.062, -0.028, -0.053], [-0.288, 0.116, -0.205], [-0.112, 0.170, -0.245], [0.078, 0.208, -0.276], [0.236, -0.211, 0.430], [0.091, -0.007, -0.008], [0.091, 0.021, 0.201], [0.095, -0.191, 0.034], [0.011, 0.009, 0.212], [0.025, -0.205, 0.049], [-0.065, -0.041, 0.046]]
}

***

Record 2
{
  "formula": "C4H8NO4",
  "method": "ωB97M-V/def2-TZVPD",
  "total_charge": 1,
  "lumo_ev": -3.82,
  "total_energy_ha": -512.48366,
  "orbital_gap_ev": 9.69,
  "elements": ["C", "C", "C", "C", "N", "O", "O", "O", "O", "H", "H", "H", "H", "H", "H", "H", "H"],
  "coordinates": [[1.851164, 0.652905, -0.543032], [-1.887781, -0.913930, 0.395505], [-1.858931, 0.545297, 0.898591], [-0.623016, 0.428499, -0.966575], [-0.943746, -0.816892, -0.719252], [2.476988, 1.497124, 0.195685], [-1.116283, 1.306111, -0.106067], [3.540946, -0.863627, 0.430509], [2.201906, -0.543224, -0.392757], [-1.688480, -1.706738, 1.185503], [-2.879322, -1.301905, -0.057864], [-2.815696, 1.147657, 0.979731], [-1.131400, 0.613296, 1.784865], [-0.159140, 0.866906, -1.928822], [1.964066, 2.320158, 0.353466], [-0.770505, -1.607887, -1.483051], [3.839226, -1.623742, -0.026431]],
  "forces_ev_per_angstrom": [[-0.354, -0.153, 1.241], [-2.228, -1.603, -0.134], [0.711, 0.928, 1.564], [-0.045, 1.600, -1.542], [0.973, -1.698, -2.492], [0.261, 1.255, 0.817], [0.541, -1.362, -1.522], [-1.846, 2.596, 0.821], [1.661, -1.645, -0.583], [0.487, 1.264, -0.966], [1.263, 1.106, 0.740], [1.068, -1.292, 0.428], [-1.758, -0.064, -0.771], [-0.971, -1.224, 1.908], [0.519, -0.475, -0.675], [-0.486, 2.336, 2.451], [0.204, -1.569, -1.284]]
}

***

Record 3
{
  "formula": "C4H12N2O",
  "method": "ωB97M-V/def2-TZVPD",
  "lumo_ev": 0.81,
  "total_energy_ha": -344.32807,
  "orbital_gap_ev": 9.31,
  "smiles": "CNC[C@H](N)CO",
  "elements": ["C", "N", "C", "C", "N", "C", "O", "H", "H", "H", "H", "H", "H", "H", "H", "H", "H", "H", "H"],
  "coordinates": [[-0.900297, 0.803483, -2.349651], [0.145138, -0.102592, -1.932073], [0.750319, 0.172631, -0.647548], [0.158733, -0.592514, 0.524980], [-1.206890, -0.151121, 0.769006], [1.067708, -0.414356, 1.735627], [0.613791, -1.152999, 2.853842], [-0.460373, 1.781409, -2.585806], [-1.724899, 0.918844, -1.636467], [-1.309884, 0.455330, -3.289872], [-0.157025, -1.064997, -1.989945], [1.827501, 0.040397, -0.733244], [0.599242, 1.241969, -0.437908], [0.084638, -1.645866, 0.239731], [-1.283358, 0.861752, 0.781517], [-1.518954, -0.460854, 1.683730], [2.092696, -0.740459, 1.547436], [1.055746, 0.657020, 1.954801], [0.166166, -0.607077, 3.511842]],
  "forces_ev_per_angstrom": [[0.044, 0.292, -0.230], [0.087, -0.190, -0.258], [-0.328, 0.548, -0.119], [0.261, -0.037, -0.103], [-0.314, 0.178, 0.243], [-0.295, 0.182, 0.108], [-0.293, -0.324, 0.493], [-0.114, -0.069, 0.259], [0.044, 0.051, 0.010], [-0.184, -0.173, -0.178], [-0.056, 0.029, 0.042], [0.172, -0.258, 0.259], [0.134, -0.037, -0.056], [0.241, -0.150, 0.195], [0.169, -0.009, -0.078], [-0.027, -0.223, -0.111], [-0.042, 0.065, -0.191], [0.283, 0.100, 0.096], [0.219, 0.026, -0.381]]
}

***

Record 4
{
  "formula": "C14H28Br2Cl12",
  "method": "ωB97M-V/def2-TZVPD",
  "lumo_ev": 0.10,
  "total_energy_ha": -11220.56031,
  "orbital_gap_ev": 10.69,
  "smiles": "BrCCBr.ClCCCl.ClCCCl.ClCCCl.ClCCCl.ClCCCl.ClCCCl",
  "elements": ["Br", "C", "C", "Br", "H", "H", "H", "H", "Cl", "C", "C", "Cl", "H", "H", "H", "H", "Cl", "C", "C", "Cl", "H", "H", "H", "H", "Cl", "C", "C", "Cl", "H", "H", "H", "H", "Cl", "C", "C", "Cl", "H", "H", "H", "H", "Cl", "C", "C", "Cl", "H", "H", "H", "H", "Cl", "C", "C", "Cl", "H", "H", "H", "H"],
  "coordinates": [[1.517189, -0.095643, -1.535385], [-0.376400, -0.258675, -0.902741], [-0.300791, -1.511344, -0.175213], [-2.091737, -1.784621, 0.697623], [-0.999784, -0.407999, -1.782649], [-0.691500, 0.655119, -0.426229], [0.453395, -1.504921, 0.610119], [-0.066541, -2.335369, -0.828457], [2.090323, -4.639440, 0.701359], [2.624448, -4.977761, -0.992716], [3.169855, -3.769611, -1.683444], [4.359507, -4.213720, -2.908880], [1.786187, -5.354773, -1.507047], [3.326364, -5.762885, -0.897477], [3.725231, -3.124344, -0.981526], [2.398692, -3.360524, -2.323644], [5.511011, 0.962379, 3.274893], [4.592724, -0.582236, 3.704562], [4.720504, -0.930437, 5.159825], [3.847819, -2.488133, 5.369034], [5.023055, -1.370919, 3.093101], [3.597235, -0.329289, 3.357296], [4.223654, -0.142637, 5.776491], [5.768910, -1.088707, 5.470672], [2.584865, 6.089872, -2.245953], [2.187044, 4.577264, -3.158305], [0.932985, 3.903032, -2.819885], [0.789440, 3.494095, -1.086785], [3.069481, 3.930283, -3.050927], [2.047804, 5.006794, -4.127351], [0.928562, 2.892919, -3.299790], [0.080944, 4.528591, -3.079710], [-2.613258, 1.854441, 4.794851], [-2.081253, 2.927731, 3.498479], [-1.596287, 2.141317, 2.327793], [-0.209916, 1.107694, 2.768195], [-1.415980, 3.659380, 3.931684], [-2.991269, 3.499891, 3.227621], [-1.247115, 2.754923, 1.507306], [-2.329847, 1.489409, 1.864276], [-5.181950, -5.668443, -2.391431], [-4.077692, -4.476791, -1.661612], [-2.774735, -5.123495, -1.309833], [-1.793065, -5.513846, -2.736242], [-4.576057, -4.150897, -0.767365], [-3.926156, -3.619842, -2.293127], [-2.928449, -6.105302, -0.860205], [-2.121647, -4.467764, -0.737115], [-2.646188, 3.308540, -2.780376], [-3.243426, 3.601080, -1.107585], [-4.031625, 4.825042, -1.018264], [-4.911766, 4.888047, 0.512805], [-2.299023, 3.704303, -0.521148], [-3.774569, 2.706437, -0.811626], [-4.703579, 4.937235, -1.818640], [-3.355609, 5.714539, -1.019326]],
  "forces_ev_per_angstrom": [[-0.589, 0.394, -0.109], [0.583, 0.523, -1.932], [-0.452, -0.798, 1.930], [0.705, -0.112, -0.354], [0.177, 0.265, -0.181], [0.326, 0.071, 0.552], [-0.356, 0.028, 0.218], [-0.362, -0.373, -0.147], [-0.031, 0.223, -0.360], [-0.006, 0.132, 1.008], [0.428, 0.288, 0.088], [0.751, -0.546, -0.531], [-1.066, -0.458, -0.543], [0.891, -0.634, 0.047], [-0.849, 0.099, -0.450], [-0.185, 0.944, 0.719], [-0.181, -0.731, 0.437], [0.765, 0.817, -0.898], [-0.299, 0.671, 0.501], [0.070, 0.191, 0.171], [-0.056, 0.084, -0.095], [-0.206, -0.390, 0.347], [0.509, -0.824, -0.286], [-0.624, 0.183, -0.197], [-0.305, -0.315, 0.268], [1.573, 0.826, 0.310], [-0.880, -1.223, 0.486], [-0.079, 0.134, 0.352], [-0.382, 0.278, -0.281], [0.342, -0.380, -0.969], [-0.261, 1.037, -0.041], [-0.099, -0.344, -0.019], [-0.135, -0.296, 0.490], [-1.605, 0.688, -0.071], [0.632, -0.247, -0.652], [0.215, -0.118, -0.085], [0.634, -0.154, -0.152], [0.481, -0.320, -0.179], [0.171, 0.550, 0.071], [-0.367, -0.139, 0.483], [-0.051, 0.138, -0.301], [0.013, -0.337, 0.264], [0.463, -0.481, 0.004], [0.278, 0.010, -0.727], [-0.093, 0.198, 0.491], [-0.119, 0.172, -0.516], [-0.038, 0.404, 0.453], [-0.393, -0.077, 0.378], [-0.198, 0.115, -0.027], [2.218, -1.286, 0.298], [0.911, 2.187, 0.533], [-0.228, -0.088, 0.355], [-0.858, -0.264, -0.217], [-0.169, -0.063, 0.061], [-1.052, 0.024, -0.891], [-0.561, -0.674, -0.110]]
}